(1)
This record from the Open Molecules 2025 dataset describes a structure of composition C3H6ClN at a distorted geometry. The level of theory is ωB97M-V/def2-TZVPD.

Atoms and positions in Å:
C: 0.6040 0.9379 0.9320
C: 0.9075 0.0309 -0.8758
C: -0.2820 -0.8730 -1.1014
N: 1.7773 -0.1189 -1.8688
Cl: 3.2376 0.6971 -1.9998
H: 1.4382 0.5258 1.5962
H: -0.3831 0.3934 1.0949
H: 0.7479 1.8877 0.6568
H: -0.1294 -1.6396 -1.8336
H: -1.1466 -0.1755 -1.4607
H: -0.5116 -1.3237 -0.1026

Properties
HOMO energy = -0.340 Ha
multiplicity = 1
gap between HOMO and LUMO = 10.0 eV
total charge = 0
lowest unoccupied orbital energy = 0.0270 Ha

(2)
This record from the Open Molecules 2025 dataset describes a cluster of 2 separate species, C3H6ClN2 in total at a distorted geometry. The level of theory is ωB97M-V/def2-TZVPD.

Atoms and positions in Å:
C: 0.0460 2.3060 1.3232
C: -0.2137 0.3230 -0.1297
C: 0.1136 -1.9449 -0.6868
N: -0.2161 1.3685 0.5136
N: -0.7016 -0.8539 -0.1679
Cl: 1.7094 0.6677 -1.6182
H: 0.8303 1.9397 1.9436
H: -0.5567 3.1910 1.4307
H: 0.8581 -1.4241 -1.3887
H: -0.5240 -2.4708 -1.3855
H: 0.3930 -2.3780 0.2448
H: -1.7382 -0.7241 -0.0790

Properties
HOMO energy (alpha / beta) = -0.543 / -0.543 Ha
multiplicity = 1
gap between HOMO and LUMO (alpha / beta) = 7.6 / 7.6 eV
total charge = +1
lowest unoccupied orbital energy (alpha / beta) = -0.2622 / -0.2622 Ha

(3)
This record from the Open Molecules 2025 dataset describes a structure of composition C3H6ClN3 at a distorted geometry. The level of theory is ωB97M-V/def2-TZVPD.

Atoms and positions in Å:
C: 1.1422 -0.9818 -0.2710
C: -0.7304 0.5358 0.1121
C: -1.0408 1.1815 -1.1524
H: 1.2319 0.6881 2.2621
H: -0.5396 -0.4376 2.4228
H: 2.0006 -1.3127 0.4424
H: -0.1366 -1.5058 -1.8802
H: -1.6459 0.6590 0.8354
H: -2.0881 1.5147 -1.4981
N: 0.5223 -0.3446 1.9551
N: 0.3107 -0.3086 0.5205
N: 0.8829 -1.5248 -1.3395
Cl: 0.0908 1.8367 -2.4092

Properties
HOMO energy = -0.307 Ha
multiplicity = 1
gap between HOMO and LUMO = 8.6 eV
total charge = 0
lowest unoccupied orbital energy = 0.0093 Ha